# C19H16NO9

3 unconnected molecules or ions with the total composition C19H16NO9 at a distorted geometry (the ωB97M-V functional and the def2-TZVPD basis, the OMol25 dataset).

## Properties
Total charge ... -1
Spin multiplicity ... 1
HOMO ... -1.7151 eV
Gap between HOMO and LUMO ... 0.0473 hartree

Cartesian coordinates (Å):
N1 4.651 -5.949 -2.399
C1 3.556 -4.999 -2.643
O1 2.439 -5.620 -3.419
C2 1.273 -4.991 -2.858
C3 0.335 -5.821 -1.948
C4 -0.884 -5.092 -1.333
C5 -1.105 -3.601 -1.658
C6 -0.155 -2.736 -2.568
C7 1.058 -3.467 -3.187
H1 5.092 -5.644 -1.504
H2 3.882 -4.015 -3.164
H3 3.108 -4.670 -1.624
H4 0.608 -6.919 -1.775
H5 -1.569 -5.706 -0.656
H6 -1.990 -3.041 -1.203
H7 -0.313 -1.630 -2.773
H8 1.840 -2.980 -3.864
C8 -0.055 -1.378 3.237
C9 -0.258 -1.766 1.974
C10 -0.076 -0.822 0.835
O2 -0.252 -1.214 -0.303
C11 0.307 0.561 1.141
C12 0.506 0.947 2.403
C13 0.351 -0.003 3.540
O3 0.559 0.382 4.680
O4 0.860 2.228 2.704
O5 -0.637 -3.037 1.679
H9 -0.181 -2.053 4.073
H10 0.419 1.241 0.306
H11 0.943 2.252 3.677
H12 -0.715 -3.070 0.699
C14 -2.711 5.462 1.477
C15 -2.949 6.540 0.728
C16 -1.942 7.048 -0.247
O6 -2.202 8.025 -0.929
C17 -0.660 6.341 -0.343
C18 -0.421 5.264 0.409
C19 -1.438 4.741 1.363
O7 -1.189 3.745 2.017
O8 0.764 4.598 0.334
O9 -4.124 7.222 0.823
H13 -3.434 5.082 2.186
H14 0.069 6.729 -1.041
H15 0.689 3.859 0.974
H16 -4.051 7.956 0.181

# C19H17BaBrCl2Ge

A molecular structure, C19H17BaBrCl2Ge at a distorted geometry (the ωB97M-V functional and the def2-TZVPD basis, the OMol25 dataset).

## Properties
Total charge ... +2
Spin multiplicity ... 1
HOMO ... -14.1730 eV
Gap between HOMO and LUMO ... 0.1843 hartree

Cartesian coordinates (Å):
Ba1 -16.646 -10.246 1.830
Cl1 -19.448 -10.162 3.349
C1 -20.330 -10.957 1.825
Cl2 -19.499 -10.276 0.293
H1 -21.329 -10.528 1.978
H2 -20.209 -12.004 1.973
Ge1 -14.052 -9.575 -0.243
C2 -14.319 -9.322 -2.295
C3 -13.154 -9.307 -3.120
C4 -13.003 -8.584 -4.314
C5 -14.174 -7.881 -4.767
C6 -15.303 -7.959 -4.005
C7 -15.404 -8.638 -2.763
C8 -14.863 -11.511 -0.104
C9 -15.898 -12.061 -0.828
C10 -15.956 -13.451 -0.950
C11 -15.036 -14.355 -0.420
C12 -13.934 -13.774 0.286
C13 -13.884 -12.375 0.384
H3 -12.576 -10.085 -0.358
H4 -12.474 -10.089 -2.881
H5 -12.086 -8.708 -4.901
H6 -14.132 -7.478 -5.790
H7 -16.243 -7.410 -4.370
H8 -16.329 -8.645 -2.223
H9 -16.795 -11.465 -1.105
H10 -16.844 -13.838 -1.463
H11 -15.230 -15.406 -0.549
H12 -13.191 -14.304 0.836
H13 -12.992 -11.957 0.936
Br1 -11.410 -9.249 6.888
C14 -12.473 -9.324 5.296
C15 -12.731 -10.593 4.820
C16 -13.420 -10.707 3.587
C17 -14.015 -9.633 2.936
C18 -13.752 -8.380 3.361
C19 -12.934 -8.240 4.515
H14 -12.452 -11.490 5.430
H15 -13.518 -11.701 3.151
H16 -14.044 -7.455 2.915
H17 -12.758 -7.224 4.927

# C19H17Cl6NO

A molecular structure, C19H17Cl6NO at a distorted geometry (the ωB97M-V functional and the def2-TZVPD basis, the OMol25 dataset).

## Properties
Energy above the lowest of the compared OMol25 structures with the same formula, charge and spin ... 3.661 eV
Spin multiplicity ... 1
HOMO ... -6.0724 eV
Gap between HOMO and LUMO ... 0.1197 hartree

Cartesian coordinates (Å):
Cl1 -0.434 2.337 1.404
C1 -1.069 4.703 -0.665
Cl2 0.113 4.207 -1.754
C2 -2.383 4.234 -1.055
O1 -2.589 3.124 -1.506
C3 -3.501 5.163 -0.636
Cl3 -5.082 4.761 -1.270
C4 -3.207 6.391 0.001
Cl4 -4.507 7.504 0.206
C5 -1.911 6.628 0.500
Cl5 -1.637 8.139 1.271
C6 -0.852 5.726 0.112
Cl6 0.675 6.103 0.750
C7 4.738 -0.237 2.210
C8 4.270 0.994 2.704
C9 2.902 1.237 2.815
C10 1.923 0.413 2.181
C11 0.492 0.712 2.261
C12 -0.461 -0.207 1.879
N1 -1.710 -0.258 2.342
C13 -2.572 -1.347 1.860
C14 -4.063 -1.027 1.894
C15 -4.481 -0.393 3.200
C16 -3.642 0.835 3.482
C17 -2.152 0.566 3.462
C18 2.419 -0.880 1.762
C19 3.808 -1.120 1.641
H1 5.808 -0.411 2.145
H2 4.960 1.707 3.164
H3 2.509 2.196 3.189
H4 0.284 1.615 2.840
H5 -0.176 -1.038 1.198
H6 -2.247 -1.611 0.839
H7 -2.382 -2.230 2.503
H8 -4.286 -0.366 1.055
H9 -4.594 -1.962 1.706
H10 -5.537 -0.133 3.146
H11 -4.371 -1.124 4.003
H12 -3.868 1.611 2.752
H13 -3.892 1.233 4.461
H14 -1.869 0.040 4.392
H15 -1.634 1.518 3.402
H16 1.739 -1.625 1.328
H17 4.176 -2.075 1.248

# C19H17ClN2O5S

C19H17ClN2O5S in the gas phase at a distorted geometry (the ωB97M-V functional and the def2-TZVPD basis, the OMol25 dataset).

## Properties
Energy above the lowest of the compared OMol25 structures with the same formula, charge and spin ... 1.145 eV
Spin multiplicity ... 1
HOMO ... -8.3251 eV
SMILES ... COc1ccccc1OCc1nnc(SCC(=O)c2cc(Cl)ccc2OC)o1
Gap between HOMO and LUMO ... 0.3219 hartree

Cartesian coordinates (Å):
C1 3.718 1.815 -1.228
O1 3.215 1.459 0.037
C2 1.895 1.684 0.310
C3 1.062 2.457 -0.489
C4 -0.258 2.686 -0.137
C5 -0.770 2.145 1.026
C6 0.043 1.364 1.826
C7 1.365 1.116 1.482
O2 2.079 0.346 2.372
C8 3.024 -0.574 1.872
C9 2.465 -1.393 0.763
N1 2.944 -1.563 -0.422
N2 2.080 -2.348 -1.102
C10 1.107 -2.607 -0.285
S1 -0.320 -3.514 -0.626
C11 -1.213 -3.257 0.942
C12 -1.470 -1.817 1.365
O3 -1.166 -1.457 2.470
C13 -2.275 -0.961 0.440
C14 -3.575 -0.695 0.849
C15 -4.405 0.090 0.067
Cl1 -6.026 0.391 0.578
C16 -3.937 0.633 -1.117
C17 -2.634 0.398 -1.512
C18 -1.782 -0.391 -0.743
O4 -0.485 -0.630 -1.054
C19 -0.002 -0.218 -2.316
O5 1.288 -2.047 0.925
H1 4.737 1.435 -1.251
H2 3.732 2.902 -1.365
H3 3.143 1.347 -2.033
H4 1.450 2.905 -1.391
H5 -0.881 3.295 -0.776
H6 -1.798 2.316 1.306
H7 -0.331 0.911 2.730
H8 3.261 -1.216 2.727
H9 3.934 -0.086 1.508
H10 -2.175 -3.749 0.784
H11 -0.666 -3.764 1.740
H12 -3.935 -1.111 1.777
H13 -4.584 1.246 -1.724
H14 -2.282 0.846 -2.426
H15 0.030 0.872 -2.387
H16 1.007 -0.624 -2.388
H17 -0.610 -0.634 -3.123